# 1
Formula: C13H18N3O2P
Source: OMol25
Level of theory: ωB97M-V/def2-TZVPD

Atoms and positions in Å:
C1 -5.09011 0.03988 0.40322
C2 -5.01755 -1.43866 0.79713
C3 -3.93032 -1.74051 1.82499
N1 -2.59561 -1.30002 1.37120
C4 -2.14372 -0.08925 1.71485
C5 -0.91566 0.37247 1.28717
C6 -0.11750 -0.44101 0.48491
C7 1.18211 0.07669 -0.00390
C8 2.01397 0.87750 0.76862
C9 3.18771 1.35136 0.22878
N2 3.55683 1.05640 -1.03129
P1 5.03851 1.67379 -1.84088
N3 4.59505 2.08001 -3.24651
O1 5.55381 2.87907 -0.97339
O2 6.12629 0.53459 -1.84554
C10 2.77526 0.26042 -1.78203
C11 1.58985 -0.24507 -1.29567
C12 -0.59930 -1.69874 0.15596
C13 -1.83467 -2.10314 0.61845
H1 -4.14547 0.33180 -0.05340
H2 -5.89820 0.19822 -0.29662
H3 -5.21803 0.65230 1.29474
H4 -5.96704 -1.77679 1.20022
H5 -4.85607 -2.02285 -0.11022
H6 -4.18311 -1.19938 2.73072
H7 -3.91402 -2.79926 2.05322
H8 -2.76058 0.55839 2.31511
H9 -0.57131 1.35734 1.55110
H10 1.75219 1.12710 1.78341
H11 3.84689 1.99309 0.79171
H12 5.09101 1.57454 -3.97187
H13 4.93009 3.61873 -1.06796
H14 6.68550 0.52539 -1.04760
H15 3.10272 0.03691 -2.78472
H16 0.98338 -0.87910 -1.91945
H17 -0.02924 -2.37627 -0.45892
H18 -2.22467 -3.07255 0.35627

The charge is +2. The HOMO-LUMO gap comes out at 7.3 eV. For the energy above the lowest of the compared OMol25 structures with the same formula, charge and spin, the calculation gives 0.0 kJ/mol. The calculation puts the electronic energy at -1161.77956 Ha.

# 2
Formula: C13H18N4O
Source: OMol25
Level of theory: ωB97M-V/def2-TZVPD

Atoms and positions in Å:
C1 1.24588 -4.24353 -2.64615
C2 1.03377 -3.50603 -1.34199
O1 1.87106 -3.35931 -0.48683
N1 -0.22814 -2.99591 -1.22310
N2 -0.66831 -2.31124 -0.09582
C3 -0.13415 -1.07178 0.22148
N3 -0.17062 -0.72681 1.44165
C4 0.22942 0.52539 1.87251
C5 0.83807 0.52163 3.12759
C6 1.32574 1.67092 3.71034
C7 1.20227 2.86566 3.02316
C8 0.57362 2.89856 1.79472
C9 0.04978 1.75159 1.18410
N4 -0.70155 1.88333 0.02289
C10 -1.15291 3.20108 -0.35954
C11 -0.70045 0.94494 -1.08473
C12 -2.09793 0.35092 -1.30326
C13 0.32482 -0.18001 -0.89360
H1 1.07583 -3.57679 -3.48839
H2 0.55793 -5.08268 -2.71799
H3 2.26621 -4.61258 -2.68155
H4 -0.92706 -3.16427 -1.93379
H5 -0.76950 -2.88897 0.73571
H6 0.92872 -0.43309 3.62231
H7 1.79995 1.63628 4.67930
H8 1.59567 3.78124 3.44077
H9 0.51393 3.84742 1.28624
H10 -0.36426 3.79996 -0.83629
H11 -1.52669 3.73237 0.51409
H12 -1.97454 3.10225 -1.06777
H13 -0.41916 1.50605 -1.99421
H14 -2.41611 -0.18969 -0.41598
H15 -2.82350 1.13417 -1.50721
H16 -2.08559 -0.33121 -2.15001
H17 1.29164 0.25178 -0.62180
H18 0.43615 -0.73162 -1.82686

The HOMO-LUMO gap comes out at 7.8 eV. For the energy above the lowest of the compared OMol25 structures with the same formula, charge and spin, the calculation gives 79.1 kJ/mol. The calculation puts the electronic energy at -800.42586 Ha. The SMILES is CC(=O)NNC1=Nc2ccccc2N(C)[C@H](C)C1.

# 3
Formula: C13H18N4O2PtS
Source: OMol25
Level of theory: ωB97M-V/def2-TZVPD

Atoms and positions in Å:
Pt1 0.01690 -0.08640 0.25250
N1 -1.91824 2.49785 3.27464
C1 -1.07509 1.86500 2.39062
S1 -1.12037 0.11352 2.42391
N2 -0.40213 2.63939 1.60364
N3 0.38917 1.97220 0.68534
C2 1.09212 2.72555 -0.07461
C3 2.07580 2.29747 -1.03745
C4 2.71582 3.31757 -1.76810
C5 3.71080 3.05385 -2.67413
C6 4.10558 1.72098 -2.86006
C7 3.50781 0.70344 -2.15718
C8 2.46568 0.94679 -1.23390
O1 1.94222 -0.07894 -0.60840
H1 -2.25298 1.94987 4.04655
H2 -1.71901 3.46788 3.45302
H3 0.96154 3.79825 0.06586
H4 2.40209 4.34235 -1.59316
H5 4.18519 3.85392 -3.22680
H6 4.89442 1.48918 -3.56587
H7 3.81090 -0.32772 -2.29388
C9 -5.20182 -1.35068 0.15410
C10 -4.50576 -0.01408 -0.12868
C11 -3.07196 -0.18394 -0.35969
N4 -1.95107 -0.32894 -0.53814
H8 -6.26930 -1.18440 0.29014
H9 -4.80265 -1.80413 1.06074
H10 -5.06148 -2.04692 -0.67191
H11 -4.60566 0.66340 0.72066
H12 -4.93555 0.48178 -0.99818
C12 1.59037 -4.52545 -0.16138
C13 1.53395 -3.01489 -0.17566
O2 0.17914 -2.54638 -0.00995
H13 2.61847 -4.85875 -0.32065
H14 0.96336 -4.94455 -0.94980
H15 1.25479 -4.92644 0.79900
H16 1.86103 -2.60837 -1.12656
H17 2.17102 -2.58272 0.59643
H18 -0.14899 -2.86341 0.83958

The HOMO-LUMO gap (spin up / spin down) comes out at 7.2 / 7.0 eV. The calculation puts the electronic energy at -1393.10823 Ha. As for the spin multiplicity: 3.

# 4
Formula: C13H18N4O4
Source: OMol25
Level of theory: ωB97M-V/def2-TZVPD

Atoms and positions in Å:
C1 2.01876 -2.34972 -1.61925
C2 1.32007 -1.27458 -2.58033
C3 1.31361 0.26444 -2.14802
N1 0.77978 -1.71332 -3.71403
C4 -0.68582 -1.94734 -3.46910
O1 -1.42504 -0.67876 -3.41517
C5 -2.33344 -0.62464 -2.34037
O2 -2.49111 0.49701 -1.78486
O3 -3.11882 -1.74913 -1.87764
N2 -2.56389 -2.24984 -0.70077
O4 -2.55798 -3.43451 -0.87092
H1 1.86843 -3.41818 -1.98261
H2 3.14852 -2.11207 -1.54328
H3 1.61193 -2.27096 -0.54570
H4 0.49554 0.48787 -1.36150
H5 2.31698 0.52276 -1.65418
H6 1.09987 0.92229 -3.06936
H7 -1.05417 -2.49302 -4.41820
H8 -0.81525 -2.60989 -2.54851
C6 4.48858 4.00408 0.45769
C7 5.16957 3.30905 1.48757
C8 4.36332 2.27019 1.88303
N3 3.21797 2.31477 1.13301
C9 3.28903 3.36632 0.25748
H9 4.83790 4.87391 -0.07865
H10 6.14244 3.54268 1.89417
H11 4.50450 1.50584 2.63212
H12 2.44515 1.67430 1.21217
H13 2.48119 3.56988 -0.42913
C10 -4.99503 -0.66309 3.70983
C11 -3.68191 -1.01655 4.10709
C12 -2.82257 -0.54445 3.14528
N4 -3.56890 0.07689 2.17984
C13 -4.89383 0.01377 2.51886
H14 -5.91251 -0.87872 4.23717
H15 -3.39682 -1.55601 4.99830
H16 -1.74744 -0.59800 3.06416
H17 -3.20025 0.51329 1.34939
H18 -5.64836 0.45340 1.88439

The HOMO-LUMO gap comes out at 7.1 eV. For the energy above the lowest of the compared OMol25 structures with the same formula, charge and spin, the calculation gives 887.4 kJ/mol. The calculation puts the electronic energy at -1025.87614 Ha. The SMILES is CC(C)=NCOC(=O)ON=O.c1cc[nH]c1.c1cc[nH]c1.

# 5
Formula: C13H18NO
Source: OMol25
Level of theory: ωB97M-V/def2-TZVPD

Atoms and positions in Å:
C1 2.47894 2.11696 0.48638
C2 3.59164 1.34253 0.39699
C3 1.20667 1.55945 0.53676
C4 3.49255 -0.03501 0.28884
C5 1.01742 0.19410 0.28759
C6 2.19988 -0.57982 0.24736
C7 -0.13937 -1.93798 0.28611
C8 1.02445 -2.60070 0.32300
C9 -0.24874 -0.53126 0.19913
C10 -0.47486 -0.54813 -2.81302
C11 -1.63668 0.56943 1.84110
C12 -2.71806 -0.86811 0.07950
C13 -1.79684 1.24840 -0.61020
N1 -1.57479 0.07751 0.37914
O1 2.19029 -1.98122 0.27751
H1 2.62747 3.27306 0.57718
H2 4.55827 1.72977 0.45696
H3 0.38943 2.39846 0.81251
H4 4.31346 -0.75290 0.37147
H5 -1.02960 -2.56483 0.07074
H6 1.28781 -3.59204 0.55505
H7 -1.36822 -0.80988 -3.24463
H8 0.15458 -1.22192 -2.46406
H9 -0.10003 0.40857 -2.71984
H10 -2.61171 0.83253 2.02151
H11 -1.28145 -0.35805 2.27359
H12 -0.87643 1.42759 1.82985
H13 -2.56918 -1.30700 -0.97509
H14 -2.76201 -1.74943 0.78973
H15 -3.71957 -0.53442 -0.06458
H16 -0.95550 1.95906 -0.85798
H17 -2.13798 0.91237 -1.56790
H18 -2.53185 1.92291 -0.07070

The charge is +1. The HOMO-LUMO gap (spin up / spin down) comes out at 7.9 / 7.3 eV. For the energy above the lowest of the compared OMol25 structures with the same formula, charge and spin, the calculation gives 462.6 kJ/mol. The calculation puts the electronic energy at -635.69829 Ha.

# 6
Formula: C13H18NO4
Source: OMol25
Level of theory: ωB97M-V/def2-TZVPD

Atoms and positions in Å:
C1 0.78769 -0.28350 -1.19998
C2 -0.11644 0.06894 -1.90443
C3 -1.29312 0.61770 -2.59853
C4 -2.62419 0.61633 -1.79884
N1 -3.66546 1.21281 -2.68932
C5 -3.06017 -0.74611 -1.49230
C6 -3.46768 -1.85734 -1.28407
C7 -2.57054 1.47263 -0.44908
O1 -3.62949 2.04441 -0.14404
O2 -1.49790 1.47204 0.18711
H1 1.55708 -0.57797 -0.53533
H2 -1.44539 -0.00629 -3.48433
H3 -1.09215 1.65246 -2.88066
H4 -3.18916 1.72829 -3.42394
H5 -4.13731 0.45495 -3.17400
H6 -4.07438 -2.72342 -1.17755
C8 -1.00866 1.02585 4.97449
C9 -2.41472 1.15840 4.42337
O3 -3.37434 1.04474 5.15979
C10 -2.52880 1.42959 2.95201
H7 -1.05154 0.83080 6.04547
H8 -0.49256 0.20236 4.47899
H9 -0.45276 1.94797 4.79897
H10 -2.06505 0.62742 2.37961
H11 -2.02689 2.36093 2.69480
H12 -3.57324 1.50730 2.66252
C11 4.72981 -2.93576 -1.11088
C12 4.71424 -1.42550 -1.16295
O4 3.70596 -0.79782 -0.95492
C13 6.02079 -0.73942 -1.49055
H13 3.73340 -3.29812 -0.86894
H14 5.03189 -3.34049 -2.07835
H15 5.43089 -3.27739 -0.34719
H16 6.37513 -1.05654 -2.47291
H17 6.77375 -0.99179 -0.74181
H18 5.87024 0.33758 -1.49645

The charge is -1. The HOMO-LUMO gap comes out at 6.6 eV. For the energy above the lowest of the compared OMol25 structures with the same formula, charge and spin, the calculation gives 165.5 kJ/mol. The calculation puts the electronic energy at -861.78478 Ha.

# 7
Formula: C13H18O10
Source: OMol25
Level of theory: ωB97M-V/def2-TZVPD

Atoms and positions in Å:
C1 1.51827 1.97419 2.85710
H1 0.82509 2.95703 2.97941
H2 2.45630 2.39477 2.25278
H3 1.71644 1.58967 3.84120
O1 0.87368 1.32108 2.12173
C2 -0.14287 0.44145 2.53732
O2 -0.61309 0.43521 3.69587
C3 -0.66912 -0.31545 1.38850
C4 -1.96528 0.27621 0.93542
O3 -2.24483 1.39228 0.65701
O4 -2.84540 -0.77381 0.73765
C5 -4.09187 -0.24794 0.32646
H4 -4.27398 -0.10672 -0.61363
H5 -4.95224 -1.10394 0.54549
H6 -4.49893 0.79472 0.76228
H7 -0.99216 -1.49670 1.94617
C6 0.04800 -0.74035 0.29209
C7 1.53865 -1.21622 0.74249
O5 2.60369 -0.79966 -0.01658
O6 1.50451 -1.97934 1.77617
C8 2.78804 -2.21995 2.38938
H8 3.27081 -3.25089 1.69768
H9 3.47597 -1.52703 2.34836
H10 2.51743 -2.89535 3.31828
H11 -0.06274 -1.37268 -0.47683
C9 0.27618 0.45746 -0.88024
C10 1.29423 0.17068 -1.71514
O7 2.25907 0.97634 -2.41238
O8 1.30287 -1.22518 -2.25838
C11 2.20800 -1.53929 -3.27850
H12 2.06677 -2.44276 -3.72068
H13 2.34435 -0.66419 -4.06977
H14 3.25598 -1.52284 -2.86452
C12 -1.00767 0.65147 -1.50181
O9 -1.77644 -0.25380 -1.76512
O10 -0.95480 1.80179 -2.27204
C13 -2.15391 2.36568 -2.84324
H15 -2.53912 1.11967 -3.52693
H16 -2.97915 2.37836 -2.17154
H17 -1.80401 2.94562 -3.44013
H18 0.42325 1.25039 -0.32138

The HOMO-LUMO gap comes out at 9.9 eV. For the energy above the lowest of the compared OMol25 structures with the same formula, charge and spin, the calculation gives 0.0 kJ/mol. The calculation puts the electronic energy at -1258.07358 Ha.

electronic energy of number 6 (C13H18NO4)?
-861.78478 Ha

What is the formula in the fourth record?
C13H18N4O4